# 1
Below is a structure of composition C3H16B2F2O3PRb5 in a non-equilibrium geometry, with properties calculated with ωB97M-V/def2-TZVPD.

Values from the calculation:
- LUMO level: -6.501 eV
- Max |F|: 2.049 eV/Å
- Total energy: -1060.543117 Ha
- Charge: +2
- E_HOMO: -13.78 eV

Each line ends with the Löwdin charge.
Element x y z (Å)
Rb  -0.2137  2.6750  -0.0240  1.01
Rb  0.2832  -1.3955  1.6569  0.96
Rb  -4.4288  1.6397  -2.1916  0.99
Rb  -4.0532  -1.7200  1.3006  0.98
Rb  -0.3061  -0.9845  -3.0475  0.99
O  -4.1210  1.1473  2.0398  -0.36
P  -3.5248  2.4410  1.6551  0.12
O  -3.5972  2.9259  0.2461  -0.44
F  -1.9730  2.4670  2.0733  -0.24
F  -4.0097  3.5302  2.6053  -0.05
B  -1.8977  -3.8504  1.9375  -0.52
H  -1.2004  -4.8325  2.0042  -0.02
H  -3.0547  -4.0868  1.7784  -0.10
H  -1.7884  -3.1936  2.9211  -0.07
H  -1.5158  -3.0757  1.1277  -0.18
B  -1.6148  -0.0060  -0.4062  -0.74
H  -2.0738  0.4152  0.5638  -0.06
H  -1.8362  -1.1236  -0.4407  -0.07
H  -2.1103  0.5870  -1.2766  -0.10
H  -0.5004  0.2163  -0.3661  -0.18
C  4.0531  -0.2169  -2.1301  -0.02
C  3.4670  0.3002  -0.8210  -0.46
C  3.8596  1.7272  -0.5211  -0.03
O  2.0065  0.2101  -0.8153  -0.15
H  5.1156  -0.4173  -2.0152  0.10
H  3.9395  0.5336  -2.9170  0.09
H  3.5344  -1.1205  -2.4645  0.08
H  3.8538  -0.3373  -0.0171  0.15
H  3.5643  2.3675  -1.3583  0.09
H  4.9335  1.7949  -0.3744  0.11
H  3.3172  2.0951  0.3516  0.08
H  1.8923  -0.7124  -1.0746  0.04

# 2
Below is a structure of composition C51H48IrN5P2S2 in a non-equilibrium geometry, with properties calculated with ωB97M-V/def2-TZVPD.

Values from the calculation:
- LUMO level (spin up / spin down): -2.021 / -2.689 eV
- 2S+1: 2
- Max |F|: 2.988 eV/Å
- Total energy: -3829.281565 Ha
- Charge: +1
- Expectation value of S²: 0.756
- E_HOMO (spin up / spin down): -9.35 / -9.44 eV

Each line ends with the Löwdin charge.
Element x y z (Å)
Ir  0.0455  -0.3684  1.3322  0.80
C  -0.9194  -1.6788  -1.3177  -0.07
N  0.1761  -2.0303  -0.3676  -0.21
C  0.0090  -3.3714  0.2450  -0.15
C  -0.2760  -3.3208  1.7368  -0.19
N  0.5149  -2.2698  2.3930  -0.28
C  1.9673  -2.5976  2.3393  -0.04
C  0.1554  -2.1061  3.8097  -0.31
C  -0.2093  -3.1902  4.5956  -0.03
C  -0.4098  -3.0168  5.9560  -0.07
C  -0.2324  -1.7629  6.5278  -0.07
C  0.0989  -0.6778  5.7370  -0.11
C  0.2783  -0.8399  4.3656  -0.60
S  0.6513  0.5317  3.3400  0.67
C  1.4529  -1.9876  -1.0919  -0.31
C  1.6799  -2.8568  -2.1509  -0.04
C  2.9162  -2.8877  -2.7750  -0.07
C  3.9361  -2.0641  -2.3112  -0.07
C  3.7070  -1.1929  -1.2620  -0.10
C  2.4489  -1.1281  -0.6605  -0.58
S  2.1479  0.1106  0.5344  0.68
H  -0.9468  -2.3804  -2.1581  0.09
H  -0.7228  -0.6710  -1.6777  0.05
H  -1.8757  -1.7018  -0.8125  0.04
H  0.9360  -3.9232  0.0935  0.13
H  -0.7771  -3.9349  -0.2660  0.13
H  -0.0439  -4.3080  2.1485  0.13
H  -1.3254  -3.1200  1.9515  0.07
H  2.1336  -3.5758  2.8000  0.11
H  2.5097  -1.8338  2.8905  0.09
H  2.3231  -2.6016  1.3152  0.06
H  -0.3257  -4.1759  4.1685  0.11
H  -0.6949  -3.8622  6.5662  0.11
H  -0.3734  -1.6280  7.5916  0.11
H  0.2044  0.3095  6.1678  0.11
H  0.8908  -3.5179  -2.4890  0.12
H  3.0887  -3.5658  -3.5991  0.11
H  4.9120  -2.0920  -2.7775  0.11
H  4.4959  -0.5430  -0.9046  0.10
N  -2.6494  0.9999  2.0768  -0.12
P  -2.3056  -0.6492  2.0138  0.98
C  -3.6694  -1.2999  0.9675  -0.33
C  -3.6205  -2.5807  0.4174  -0.14
C  -4.6649  -3.0708  -0.3513  -0.06
C  -5.7863  -2.2863  -0.5711  -0.06
C  -5.8628  -1.0244  -0.0026  -0.06
C  -4.8131  -0.5335  0.7591  -0.07
C  -2.9602  -1.1710  3.6439  -0.31
C  -2.9921  -0.2819  4.7124  -0.09
C  -3.6073  -0.6440  5.9045  -0.07
C  -4.1718  -1.8993  6.0463  -0.07
C  -4.1065  -2.8081  4.9975  -0.06
C  -3.5072  -2.4461  3.8048  -0.09
C  -1.8297  1.9720  1.5555  -0.37
C  -2.2252  3.3107  1.5994  0.00
C  -1.3772  4.2771  1.1218  -0.04
C  -0.1417  3.8957  0.6129  -0.04
C  0.1731  2.5607  0.5854  -0.18
N  -0.6604  1.5860  1.0290  -0.12
H  -3.4844  1.3258  2.5413  0.11
H  -2.7692  -3.2231  0.5990  0.08
H  -4.6005  -4.0623  -0.7788  0.11
H  -6.6007  -2.6590  -1.1770  0.11
H  -6.7443  -0.4156  -0.1500  0.11
H  -4.9053  0.4563  1.1826  0.10
H  -2.5282  0.6927  4.6260  0.11
H  -3.6409  0.0631  6.7223  0.11
H  -4.6603  -2.1732  6.9714  0.11
H  -4.5366  -3.7947  5.1042  0.11
H  -3.5001  -3.1559  2.9879  0.10
H  -3.1890  3.5624  2.0206  0.12
H  -1.6685  5.3183  1.1511  0.12
H  0.5686  4.6198  0.2404  0.11
H  1.1018  2.2085  0.1850  -0.01
N  0.7689  0.9947  -1.7157  -0.15
P  1.6483  1.8665  -2.7302  0.82
C  1.0823  3.5945  -2.8665  -0.30
C  1.9146  4.7082  -2.9047  -0.08
C  1.3763  5.9820  -3.0480  -0.07
C  0.0054  6.1484  -3.1601  -0.08
C  -0.8338  5.0402  -3.1265  -0.08
C  -0.2980  3.7735  -2.9774  -0.09
C  3.4179  1.9888  -2.3812  -0.30
C  3.8283  2.6168  -1.2031  -0.12
C  5.1709  2.6895  -0.8771  -0.06
C  6.1196  2.1303  -1.7264  -0.07
C  5.7200  1.4991  -2.8934  -0.07
C  4.3722  1.4236  -3.2195  -0.08
C  1.5135  1.2645  -4.4336  -0.30
C  0.9834  -0.0008  -4.6517  -0.07
C  0.8546  -0.4889  -5.9458  -0.07
C  1.2567  0.2872  -7.0206  -0.07
C  1.7996  1.5499  -6.8062  -0.07
C  1.9227  2.0403  -5.5180  -0.08
H  2.9876  4.5903  -2.8206  0.10
H  2.0314  6.8423  -3.0796  0.11
H  -0.4112  7.1400  -3.2772  0.11
H  -1.9042  5.1674  -3.2200  0.11
H  -0.9499  2.9077  -2.9371  0.11
H  3.0915  3.0453  -0.5339  0.10
H  5.4802  3.1830  0.0342  0.11
H  7.1698  2.1836  -1.4721  0.11
H  6.4573  1.0614  -3.5536  0.11
H  4.0677  0.9172  -4.1264  0.11
H  0.6921  -0.5995  -3.7981  0.08
H  0.4377  -1.4733  -6.1138  0.10
H  1.1517  -0.0891  -8.0294  0.11
H  2.1210  2.1514  -7.6457  0.11
H  2.3428  3.0258  -5.3548  0.11

# 3
Below is a cluster of 2 separate species, C6H10O2 in total in a non-equilibrium geometry, with properties calculated with ωB97M-V/def2-TZVPD.

Values from the calculation:
- LUMO level (spin up / spin down): 0.694 / -0.351 eV
- 2S+1: 3
- Max |F|: 5.028 eV/Å
- Total energy: -384.826827 Ha
- Expectation value of S²: 2.004
- E_HOMO (spin up / spin down): -6.29 / -9.59 eV

Each line ends with the Löwdin charge.
Element x y z (Å)
C  0.9198  -1.4137  -0.9414  -0.06
C  -3.2472  1.1016  -0.1007  -0.05
C  -2.5764  1.3334  1.2795  -0.04
C  -2.6924  -0.0115  0.5783  -0.44
C  3.1295  -0.2473  -0.1931  -0.13
C  2.3945  -1.0783  -1.2084  -0.28
O  0.6431  -0.8957  0.2646  -0.10
O  -2.3559  -1.1164  0.6887  0.14
H  -4.2225  1.5425  -0.3080  0.11
H  -2.4723  1.3493  -0.9389  0.16
H  -1.6010  1.8189  1.3703  0.11
H  -3.1194  1.3875  2.1405  0.06
H  2.6376  0.4767  0.4769  0.08
H  3.8300  0.2439  -0.7287  0.03
H  3.6268  -0.9047  0.5382  0.08
H  2.9401  -2.0038  -1.2549  0.08
H  2.5172  -0.5164  -2.2307  0.12
H  -0.3514  -1.0661  0.5677  0.13